[1]
C5H5NO2 | wB97M-V/def2-TZVPD

XYZ file:
```
13
C5H5NO2 | the Open Molecules 2025 dataset | wB97M-V/def2-TZVPD
O 1.236 1.957 -0.864
C 0.090 1.739 -0.364
N -0.417 0.471 -0.167
C -1.674 0.073 0.451
C -1.632 -1.296 0.764
C -0.223 -1.727 0.667
C 0.465 -0.753 0.063
O 1.780 -0.731 -0.342
H -0.561 2.540 -0.209
H -2.482 0.725 0.223
H -2.500 -1.977 0.955
H 0.177 -2.719 0.976
H 1.995 0.113 -0.608
```

***

[2]
C5H5NO2 | wB97M-V/def2-TZVPD

XYZ file:
```
13
C5H5NO2 | the Open Molecules 2025 dataset | wB97M-V/def2-TZVPD
C -2.399 0.182 0.046
O -1.195 1.035 -0.203
C -0.050 0.347 -0.102
N 0.082 -0.962 0.100
C 1.495 -1.252 0.010
C 2.214 -0.144 -0.150
C 1.308 1.025 -0.061
O 1.632 2.163 0.145
H -2.657 -0.380 -0.890
H -2.322 -0.522 0.871
H -3.182 0.924 0.333
H 1.712 -2.291 0.090
H 3.360 -0.125 -0.188
```

***

[3]
C5H5NO2 | wB97M-V/def2-TZVPD

XYZ file:
```
13
C5H5NO2 | the Open Molecules 2025 dataset | wB97M-V/def2-TZVPD
C 0.023 -0.704 1.943
C 0.064 -0.553 0.649
O 0.419 -1.613 -0.151
C 0.420 -1.228 -1.440
O 0.840 -1.988 -2.312
C 0.105 0.187 -1.586
C -0.343 0.409 -0.299
N -0.658 1.678 0.053
H -0.227 0.055 2.704
H 0.698 -1.690 2.297
H 0.215 0.963 -2.370
H -0.672 2.582 -0.567
H -0.884 1.903 1.080
```

***

[4]
C5H5NO2 | wB97M-V/def2-TZVPD

XYZ file:
```
13
C5H5NO2 | the Open Molecules 2025 dataset | wB97M-V/def2-TZVPD
O -2.977 -0.112 -0.522
C -2.174 -0.138 0.322
N -0.794 -0.034 -0.043
C 0.103 -1.153 -0.043
C 1.408 -0.761 -0.058
C 1.417 0.683 -0.202
C -0.096 1.158 -0.075
O -0.638 2.176 0.043
H -2.164 -0.347 1.352
H -0.398 -2.056 -0.012
H 2.282 -1.490 -0.017
H 2.120 1.105 0.511
H 1.911 0.968 -1.256
```

***

[5]
C5H5NO2S | wB97M-V/def2-TZVPD

XYZ file:
```
14
C5H5NO2S | the Open Molecules 2025 dataset | wB97M-V/def2-TZVPD
C 0.937 1.411 -0.816
C 0.453 0.001 -0.798
C 0.076 -0.887 -1.738
S -0.923 -2.204 -1.016
C -0.906 -1.607 0.560
C -0.223 -0.461 0.792
N -0.252 0.303 1.977
O -1.137 -0.154 2.717
O 0.502 1.269 2.141
H 1.661 1.522 -0.026
H 1.376 1.841 -1.629
H -0.070 1.987 -0.682
H 0.048 -0.992 -2.821
H -1.542 -2.028 1.341
```

***

[6]
C5H5NO2S | wB97M-V/def2-TZVPD

XYZ file:
```
14
C5H5NO2S | the Open Molecules 2025 dataset | wB97M-V/def2-TZVPD
O -0.842 3.627 -1.043
C -0.934 2.627 -0.491
C -0.848 1.366 -0.132
C -1.377 0.094 -0.775
C -1.100 -0.855 0.479
S -0.641 0.592 1.583
H -0.757 -0.408 -1.572
H -2.441 0.144 -1.232
H -1.974 -1.368 0.882
H -0.345 -1.530 0.415
N 2.804 -1.191 1.225
C 2.574 -1.179 0.047
O 2.402 -1.280 -1.095
H 3.479 -0.640 1.709
```

***

[7]
C5H5NO3 | wB97M-V/def2-TZVPD

XYZ file:
```
14
C5H5NO3 | the Open Molecules 2025 dataset | wB97M-V/def2-TZVPD
C 1.117 -0.709 0.243
C -1.331 0.225 -0.970
N 1.444 0.680 0.463
C 0.315 1.212 0.991
C -0.563 -0.068 0.821
C -0.938 -1.018 -1.349
O 0.032 2.307 1.397
O -1.328 -0.601 1.572
O -0.858 -2.132 -1.621
H 2.342 1.137 0.398
H 1.475 -1.082 -0.717
H 1.440 -1.392 1.029
H -2.402 0.392 -0.901
H -0.745 1.047 -1.355
```

***

[8]
C5H5NS2 | wB97M-V/def2-TZVPD

XYZ file:
```
13
C5H5NS2 | the Open Molecules 2025 dataset | wB97M-V/def2-TZVPD
C 1.734 1.601 0.623
C 1.083 0.255 0.290
C 2.095 -0.831 -0.004
N 2.908 -1.639 -0.282
C -0.140 -0.234 1.164
C -1.229 -0.095 0.054
S -2.762 -0.362 0.158
S -0.165 0.511 -1.176
H 2.032 1.595 1.600
H 2.667 1.591 -0.011
H 1.022 2.403 0.362
H -0.169 -1.240 1.594
H -0.330 0.557 1.972
```

***

[9]
C5H5NS3 | wB97M-V/def2-TZVPD

XYZ file:
```
14
C5H5NS3 | the Open Molecules 2025 dataset | wB97M-V/def2-TZVPD
N 2.760 -2.721 -1.938
C 2.167 -1.768 -2.145
S 1.451 -0.359 -2.878
C 0.279 0.675 -1.984
C -0.246 0.493 -0.786
S -0.051 -0.962 0.121
C -0.787 -0.473 1.795
C -1.034 0.987 1.705
S -1.321 1.683 -0.030
H 0.332 1.582 -2.579
H 0.063 -0.865 2.399
H -1.631 -1.030 1.834
H -1.848 1.181 2.358
H -0.135 1.575 2.128
```

***

[10]
26
Properties=species:S:1:pos:R:3 method="wB97M-V/def2-TZVPD" total_charge=-3
Zn 0.436 0.004 0.477
O 1.529 -2.552 3.179
C 1.230 -1.655 2.293
O 1.902 -1.473 1.308
O 0.320 -0.854 2.414
H 2.394 -2.961 3.101
O -1.138 -3.246 -1.785
C -1.467 -2.539 -0.742
O -0.620 -1.660 -0.374
O -2.656 -2.591 -0.327
H -1.963 -3.695 -1.983
O 0.878 -1.323 -3.101
C 1.146 -0.071 -2.729
O 1.201 0.186 -1.509
O 1.349 0.783 -3.577
H 0.503 -1.817 -2.369
O -3.193 1.946 -0.656
C -2.237 1.943 0.233
O -2.181 3.046 0.805
O -1.420 1.034 0.429
H -2.972 2.690 -0.091
O 0.862 3.847 1.048
C 1.725 2.830 0.886
O 1.319 1.716 1.082
O 2.983 3.068 0.745
H 0.068 3.343 1.242

***

no.,gap between HOMO and LUMO (eV),LUMO energy (eV)
1,9.001,0.42
2,8.249,-0.96
3,8.730,-0.11
4,9.433,0.64
5,8.606,-0.68
6,8.091,0.15
7,8.748,-0.11
8,8.747,-0.30
9,8.612,0.28
10,6.099,6.86